1.
C19H28BrCoO2 | ωB97M-V with the def2-TZVPD basis set

## Properties
Multiplicity = 5
HOMO-LUMO gap (alpha / beta) = 8.059 / 6.898 eV

Cartesian coordinates (Å):
O: 0.11058 -0.43453 -1.55728
C: -1.12784 -1.00469 -2.15434
C: -0.96041 -0.43098 -3.52832
H: -2.00983 -0.63922 -1.61391
H: -1.08394 -2.10319 -2.19482
C: 0.37425 0.06763 -2.90590
H: -1.70045 0.31732 -3.80494
H: -0.83755 -1.20005 -4.30711
C: 0.49763 1.56836 -2.92092
H: -0.40799 2.03044 -2.50397
H: 0.57819 1.92350 -3.95523
H: 1.39461 1.87477 -2.36874
C: 1.49127 -0.68815 -3.61003
H: 1.20817 -1.74625 -3.70755
H: 2.44548 -0.59580 -3.08460
H: 1.60038 -0.29997 -4.63153
Co: 0.97739 -0.59407 1.72205
C: 1.36092 -2.51099 2.15193
C: 0.06107 -2.89872 2.66861
C: -0.87822 -2.79467 1.60954
H: -0.11896 -3.24374 3.67907
C: -0.20020 -2.37933 0.45456
C: 1.20245 -2.20491 0.71376
H: 2.00497 -2.10117 -0.01211
H: 2.30780 -2.69418 2.67797
H: -1.94755 -3.02115 1.65522
H: -0.68125 -2.31199 -0.49703
C: 2.80320 -0.07809 3.02192
C: 2.87627 0.03648 1.58356
C: 2.13228 1.22964 1.21042
H: 3.55201 -0.49979 0.93251
C: 1.67543 1.83908 2.41458
C: 2.14451 1.08277 3.52171
H: 2.07131 1.34931 4.56513
H: 3.21871 -0.89086 3.60240
H: 2.14967 1.68203 0.22169
H: 1.04227 2.71520 2.45434
O: -2.51991 2.24360 -0.97133
C: -1.41845 2.49023 -0.07007
C: -1.28696 1.36109 0.95352
H: -1.63986 3.42964 0.46449
H: -0.50531 2.66034 -0.65273
C: -2.66459 0.65042 0.87615
H: -1.06836 1.76804 1.94958
H: -0.45606 0.65511 0.73798
C: -3.44844 1.43431 -0.20949
H: -3.17118 0.69106 1.84959
H: -2.51962 -0.41016 0.61469
H: -4.16016 2.12624 0.27037
H: -4.05167 0.80576 -0.88704
Br: -0.41608 -0.25570 3.57163

Forces on the atoms, in the same order (eV/Å):
O -1.267 -0.381 -1.976
C -0.622 -0.605 1.209
C 0.487 0.079 0.277
H 0.219 -0.327 0.036
H -0.131 0.306 0.301
C 0.211 0.428 -1.535
H 0.185 0.072 -0.006
H -0.108 0.523 0.207
C 0.158 0.204 -0.076
H 0.361 -0.209 -0.022
H 0.134 -0.090 0.129
H -0.195 0.138 -0.019
C 0.213 0.084 0.178
H 0.266 0.217 0.217
H -0.017 -0.064 -0.051
H 0.030 0.001 0.238
Co -1.439 2.245 1.401
C -0.044 -2.064 -0.644
C 1.072 -0.084 -0.967
C 0.431 -0.134 -0.332
H -0.039 0.207 -0.175
C -0.320 -0.537 0.556
C 0.158 -2.085 0.672
H -0.385 -0.168 0.102
H -0.643 0.160 -0.383
H 0.509 0.219 0.103
H 0.138 0.163 0.113
C 0.324 1.594 0.016
C 0.533 1.466 0.129
C 0.765 -0.452 0.363
H -0.187 -0.115 0.055
C 0.695 -0.369 -0.372
C 1.025 -0.844 -0.822
H -0.429 -0.174 -0.086
H 0.002 0.261 -0.007
H -0.300 -0.252 0.235
H 0.143 -0.034 0.105
O 0.517 -1.286 0.869
C 0.068 0.791 -0.109
C -0.356 0.021 -0.192
H 0.059 -0.150 -0.063
H -0.298 -0.100 0.089
C 0.218 -0.004 -0.119
H -0.272 -0.159 -0.412
H -0.621 0.504 -0.413
C -0.302 0.414 0.162
H 0.061 -0.080 -0.351
H -0.147 0.390 0.076
H 0.127 -0.162 0.008
H 0.502 0.184 0.091
Br -1.488 0.256 1.198

***

2.
C19H28BrF3N2O2SSi2 | ωB97M-V with the def2-TZVPD basis set

## Properties
Multiplicity = 1
Relative energy (zero: lowest compared OMol25 entry of this formula, charge and spin) = 0.000 eV
HOMO-LUMO gap = 1.985 eV

Cartesian coordinates (Å):
O: 1.35207 -0.83600 0.07088
S: 1.98970 -1.85430 0.82711
O: 2.75328 -1.61978 2.00298
C: 3.09168 -2.74795 -0.30724
C: 3.22298 -4.10579 -0.18892
C: 4.08981 -4.77583 -1.04918
Br: 4.27518 -6.60459 -0.92515
C: 4.80474 -4.06158 -1.98832
C: 4.64989 -2.70589 -2.02900
N: 3.81883 -2.05694 -1.20801
C: 3.77743 -0.56059 -1.38999
C: 3.15575 -0.17734 -2.69950
C: 3.96426 0.41730 -3.65725
C: 3.43535 0.78653 -4.88047
C: 2.09976 0.56052 -5.15088
C: 1.29206 -0.03582 -4.19462
C: 1.81041 -0.40474 -2.97173
C: 0.66217 -3.13272 1.19237
F: -0.34876 -2.43754 1.65523
F: 1.12493 -4.02743 2.07966
F: 0.32498 -3.78435 0.06269
H: 2.67472 -4.65126 0.55635
H: 5.47877 -4.54924 -2.67239
H: 5.18352 -2.08570 -2.73222
H: 3.28930 -0.12454 -0.53227
H: 4.81755 -0.24914 -1.37793
H: 5.00798 0.60919 -3.44672
H: 4.06086 1.25984 -5.62132
H: 1.68389 0.85890 -6.10043
H: 0.24402 -0.20446 -4.38980
H: 1.16327 -0.84014 -2.22758
C: -6.33457 3.00107 2.62342
Si: -4.60406 2.77819 1.89172
C: -3.80666 4.50419 1.95217
C: -4.88807 2.43193 0.03989
N: -3.78068 1.58864 2.71278
Si: -2.25306 1.01379 2.46602
C: -0.84308 2.27647 2.66957
C: -1.97475 0.23286 0.74648
C: -1.85829 -0.36564 3.71094
H: -6.91016 3.77787 2.10667
H: -6.89189 2.06362 2.55928
H: -6.26013 3.27688 3.67765
H: -4.49213 5.28131 1.59270
H: -2.90406 4.55210 1.33559
H: -3.52693 4.74756 2.97934
H: -5.27411 1.41858 -0.09297
H: -3.95923 2.51942 -0.53214
H: -5.61078 3.13160 -0.39734
H: -0.82845 2.99417 1.84462
H: 0.14409 1.79330 2.70535
H: -0.98034 2.83211 3.59887
H: -2.79345 -0.44942 0.50624
H: -1.03348 -0.32391 0.71031
H: -1.92635 0.99909 -0.03235
H: -2.57703 -1.18245 3.60560
H: -1.93659 0.02312 4.72776
H: -0.84616 -0.77511 3.58548

Forces on the atoms, in the same order (eV/Å):
O -0.208 0.093 0.073
S 0.071 -0.153 -0.010
O -0.040 -0.013 0.052
C -0.013 0.148 0.072
C 0.267 -0.170 -0.232
C -0.259 0.132 0.254
Br 0.038 -0.453 0.039
C 0.160 -0.117 -0.153
C 0.107 0.111 -0.198
N -0.238 0.152 0.082
C 0.156 0.124 0.064
C 0.029 -0.099 0.060
C 0.046 -0.025 -0.013
C 0.042 0.101 -0.169
C -0.079 -0.007 -0.011
C -0.197 -0.008 -0.124
C 0.125 -0.022 0.131
C -0.187 -0.124 -0.062
F 0.396 -0.701 -0.011
F -0.405 0.518 -0.335
F 0.143 0.423 0.557
H -0.096 -0.086 0.117
H 0.071 -0.028 -0.058
H 0.027 0.046 -0.068
H -0.084 0.075 0.033
H 0.106 0.000 0.079
H 0.091 0.021 0.049
H 0.089 0.043 -0.048
H -0.049 0.016 -0.094
H -0.083 0.016 -0.063
H -0.065 -0.034 0.082
C -0.036 0.129 -0.124
Si -0.084 -0.182 0.253
C -0.107 0.070 -0.120
C -0.059 0.150 -0.039
N 0.194 0.168 -0.271
Si -0.403 0.028 0.203
C 0.219 -0.192 -0.099
C 0.277 -0.058 -0.003
C 0.246 -0.072 -0.135
H 0.013 -0.036 0.030
H -0.006 -0.019 0.026
H -0.008 -0.020 0.030
H 0.036 -0.031 0.014
H 0.030 -0.023 0.035
H 0.022 0.013 0.024
H 0.002 -0.027 -0.017
H 0.015 -0.044 0.015
H 0.033 -0.031 0.014
H -0.047 0.035 0.021
H -0.048 0.041 0.003
H -0.003 0.033 0.018
H -0.029 0.005 -0.005
H -0.025 0.033 -0.077
H -0.086 0.022 0.000
H -0.021 -0.004 0.025
H -0.037 0.001 0.029
H -0.051 0.030 0.055